83
Properties=species:S:1:pos:R:3:lowdin_charge:R:1 method="wB97M-V/def2-TZVPD" orbital_gap_ev=6.426 total_charge=-2 de_lowest_kj_mol=189.0 total_energy_ev=-79144.218
Sn -0.51 0.45 -0.49 1.522
O 1.34 -2.16 -4.03 -0.068
C 0.64 -1.49 -3.23 -0.538
N 0.88 -1.15 -1.99 -0.080
C 2.18 -1.47 -1.46 -0.197
C 2.93 -0.25 -0.96 -0.282
C 3.99 -0.41 -0.07 -0.048
C 4.61 0.70 0.45 -0.088
C 4.18 1.95 0.05 -0.096
C 3.14 2.02 -0.85 -0.156
N 2.53 0.95 -1.36 0.101
C -0.70 -1.00 -3.75 -0.189
C -1.20 -1.51 -4.95 -0.020
C -2.41 -1.05 -5.42 -0.092
C -3.09 -0.08 -4.70 -0.083
C -2.53 0.39 -3.52 -0.137
N -1.37 -0.07 -3.06 0.056
H 2.08 -2.14 -0.59 0.112
H 2.80 -1.99 -2.21 0.111
H 4.25 -1.41 0.28 0.113
H 5.39 0.59 1.20 0.101
H 4.62 2.86 0.46 0.089
H 2.75 2.98 -1.17 0.102
H -0.60 -2.25 -5.46 0.103
H -2.82 -1.43 -6.35 0.091
H -4.04 0.32 -5.04 0.088
H -3.00 1.14 -2.91 0.092
N -0.10 -2.27 2.23 0.022
C 1.04 -1.85 3.02 -0.206
C 1.78 -0.64 2.41 -0.683
O 2.88 -0.35 2.92 -0.054
O 1.19 -0.01 1.50 -0.191
H -0.70 -1.46 2.04 0.028
H -0.66 -2.93 2.75 0.052
H 1.76 -2.66 3.11 0.099
H 0.79 -1.54 4.05 0.104
O -3.24 3.28 0.86 0.006
C -2.93 2.16 0.49 -0.644
O -2.63 1.77 -0.70 -0.208
C -2.88 0.99 1.53 -0.624
O -3.74 0.91 2.42 0.005
O -1.94 0.14 1.35 -0.234
C -4.21 -1.00 -0.49 0.004
C -3.15 -2.04 -0.44 -0.341
N -1.89 -1.85 -0.75 0.073
C -1.26 -3.07 -0.63 -0.116
C -2.16 -4.02 -0.26 -0.056
N -3.37 -3.35 -0.13 -0.026
C -4.56 -3.90 0.44 -0.079
N -4.37 -4.29 1.82 -0.060
N -4.56 -5.57 2.20 0.026
N -4.28 -5.70 3.44 0.043
C -3.86 -4.48 3.92 -0.250
C -3.42 -4.09 5.19 -0.040
C -3.05 -2.78 5.35 -0.090
C -3.11 -1.85 4.29 -0.057
C -3.53 -2.22 3.03 0.012
C -3.90 -3.55 2.88 -0.154
H -3.76 -0.06 -0.81 0.058
H -4.67 -0.83 0.49 0.080
H -5.00 -1.29 -1.20 0.086
H -0.21 -3.16 -0.81 0.095
H -2.06 -5.06 -0.02 0.109
H -4.88 -4.80 -0.07 0.129
H -5.35 -3.14 0.37 0.131
H -3.38 -4.81 6.00 0.099
H -2.70 -2.44 6.32 0.094
H -2.81 -0.82 4.43 0.111
H -3.52 -1.47 2.24 0.077
O 0.15 2.73 0.88 -0.591
S 0.12 2.49 2.37 0.934
C 1.82 2.75 2.91 -0.316
C 2.08 4.22 2.63 -0.254
C 0.89 4.96 3.26 -0.237
C -0.37 4.12 3.04 -0.298
H 2.43 2.02 2.37 0.062
H 1.86 2.51 3.98 0.102
H 2.09 4.37 1.55 0.100
H 3.03 4.56 3.03 0.103
H 0.78 5.97 2.86 0.098
H 1.08 5.07 4.34 0.096
H -1.05 4.50 2.28 0.083
H -0.95 3.95 3.95 0.082

---

70
Properties=species:S:1:pos:R:3:lowdin_charge:R:1 method="wB97M-V/def2-TZVPD" orbital_gap_ev=2.847 de_lowest_kj_mol=25.7 total_energy_ev=-44406.782
C 0.96 -3.03 4.55 -0.076
C 0.18 -1.80 4.18 -0.222
O -0.03 -1.83 2.75 -0.035
C -0.65 -0.78 2.17 -0.453
C -1.24 -1.07 0.84 -0.030
C -0.56 -2.07 -0.02 -0.438
O -0.49 -1.99 -1.25 0.017
O 0.04 -3.09 0.65 -0.036
C 0.43 -4.24 -0.14 -0.226
C 1.39 -5.08 0.66 -0.077
C -2.57 -0.66 0.55 -0.163
C -3.16 -0.88 -0.74 -0.041
C -4.46 -0.53 -1.03 -0.033
C -5.28 0.09 -0.05 -0.289
O -6.55 0.40 -0.39 -0.107
C -7.46 0.92 0.60 -0.077
C -4.76 0.23 1.26 -0.029
C -3.43 -0.05 1.52 -0.013
O -0.72 0.32 2.72 0.050
H 1.33 -2.90 5.57 0.072
H 0.31 -3.91 4.53 0.076
H 1.82 -3.22 3.89 0.077
H -0.81 -1.83 4.64 0.129
H 0.72 -0.89 4.47 0.119
H -0.50 -4.79 -0.36 0.131
H 0.90 -3.90 -1.07 0.112
H 1.69 -5.93 0.03 0.075
H 2.30 -4.54 0.95 0.073
H 0.91 -5.49 1.55 0.076
H -2.50 -1.27 -1.51 0.088
H -4.86 -0.73 -2.02 0.113
H -8.36 1.13 0.02 0.086
H -7.68 0.18 1.38 0.093
H -7.09 1.84 1.06 0.089
H -5.41 0.56 2.08 0.099
H -2.99 0.19 2.50 0.103
C 3.10 4.98 -1.05 -0.012
C 3.11 3.52 -0.84 -0.173
N 4.25 2.89 -0.44 -0.034
C 5.47 3.58 -0.04 0.007
C 4.04 1.51 -0.43 -0.160
C 2.71 1.27 -0.83 -0.120
C 2.18 -0.01 -0.80 0.002
C 3.00 -1.05 -0.34 -0.039
C 4.34 -0.81 0.02 -0.066
C 4.88 0.49 -0.01 -0.015
C 2.06 2.55 -1.04 -0.093
C 0.67 2.70 -1.29 0.101
C -0.14 1.94 -2.19 -0.199
C 0.37 1.02 -3.15 -0.022
C -0.48 0.24 -3.92 -0.057
C -1.87 0.29 -3.72 -0.057
C -2.40 1.31 -2.93 -0.074
C -1.55 2.15 -2.21 0.001
H 2.17 5.21 -1.59 0.088
H 3.10 5.58 -0.12 0.102
H 3.95 5.34 -1.66 0.095
H 6.21 2.84 0.27 0.082
H 5.89 4.14 -0.88 0.098
H 5.31 4.27 0.79 0.105
H 1.14 -0.18 -1.08 0.094
H 2.60 -2.07 -0.30 0.100
H 4.97 -1.64 0.32 0.102
H 5.92 0.71 0.23 0.102
H 0.18 3.52 -0.75 0.135
H 1.45 0.91 -3.26 0.120
H -0.08 -0.47 -4.65 0.113
H -2.53 -0.43 -4.20 0.117
H -3.48 1.41 -2.82 0.108
H -1.97 2.95 -1.60 0.121

---

71
Properties=species:S:1:pos:R:3:lowdin_charge:R:1 method="wB97M-V/def2-TZVPD" orbital_gap_ev=7.695 smiles=CC1(C)OB([C@H](c2ccccc2)c2ccc(F)cc2)OC1(C)C.COc1ccc(-c2ccc(C)s2)cc1 de_lowest_kj_mol=0.0 total_energy_ev=-53071.810
C -2.50 0.46 -2.40 -0.008
C -1.82 1.66 -1.73 -0.419
C -2.81 2.78 -1.42 -0.006
O -1.47 1.19 -0.41 0.114
B -0.11 1.38 -0.27 -0.638
C 0.31 0.70 1.13 -0.047
C -0.60 1.65 1.91 -0.178
C -1.79 1.23 2.54 -0.019
C -2.71 2.19 2.97 -0.079
C -2.47 3.56 2.83 -0.093
C -1.27 3.97 2.24 -0.077
C -0.33 3.03 1.83 -0.032
C 1.77 0.98 1.51 -0.167
C 2.41 0.45 2.64 -0.019
C 3.69 0.88 3.03 -0.007
C 4.31 1.91 2.32 -0.264
F 5.47 2.47 2.79 0.028
C 3.73 2.43 1.18 0.004
C 2.50 1.91 0.77 -0.039
O 0.57 1.72 -1.40 0.130
C -0.43 2.10 -2.39 -0.406
C -0.01 1.39 -3.67 -0.006
C -0.31 3.61 -2.54 -0.009
H -2.85 0.69 -3.43 0.100
H -1.82 -0.40 -2.43 0.066
H -3.38 0.18 -1.79 0.095
H -3.07 3.43 -2.26 0.091
H -3.74 2.32 -1.07 0.092
H -2.44 3.38 -0.58 0.087
H 0.00 -0.34 1.25 0.117
H -1.97 0.16 2.65 0.117
H -3.65 1.85 3.42 0.100
H -3.19 4.29 3.18 0.100
H -1.04 5.03 2.12 0.105
H 0.63 3.36 1.43 0.119
H 1.93 -0.32 3.25 0.112
H 4.19 0.46 3.90 0.114
H 4.17 3.26 0.64 0.118
H 2.12 2.26 -0.18 0.103
H -0.58 1.73 -4.54 0.095
H 1.06 1.58 -3.87 0.099
H -0.13 0.30 -3.61 0.081
H -0.91 3.99 -3.37 0.095
H -0.64 4.09 -1.60 0.093
H 0.73 3.89 -2.72 0.099
C 3.19 -4.50 3.33 -0.052
O 1.89 -3.91 3.54 -0.082
C 1.38 -3.10 2.57 -0.279
C -0.02 -2.89 2.54 0.002
C -0.61 -2.74 1.30 -0.064
C 0.20 -2.61 0.15 -0.269
C -0.36 -2.82 -1.14 -0.456
C 0.34 -2.93 -2.34 -0.120
C -0.43 -3.41 -3.43 -0.134
C -1.76 -3.64 -3.10 -0.595
C -2.81 -4.25 -3.95 -0.115
S -2.05 -3.22 -1.45 1.070
C 1.58 -2.36 0.31 -0.017
C 2.18 -2.57 1.53 -0.034
H 3.25 -5.27 4.10 0.092
H 3.29 -4.95 2.33 0.099
H 3.96 -3.74 3.46 0.088
H -0.61 -3.04 3.44 0.120
H -1.69 -2.79 1.20 0.100
H 1.41 -2.74 -2.40 0.102
H -0.04 -3.59 -4.43 0.109
H -2.37 -4.62 -4.88 0.081
H -3.29 -5.10 -3.43 0.078
H -3.58 -3.51 -4.19 0.078
H 2.18 -2.08 -0.56 0.119
H 3.25 -2.46 1.67 0.120

---

For reference, HOMO level by record: -2.057; -5.114; -7.265 eV.